(1)
{"formula": "C6H10O", "method": "wB97M-V/def2-TZVPD", "orbital_gap_ev": 10.41, "relative_energy_kj_mol": 124.1, "energy_ev": -8429.95383, "smiles": "C=CCCCC=O", "total_charge": 0, "elements": ["O", "C", "C", "C", "C", "C", "C", "H", "H", "H", "H", "H", "H", "H", "H", "H", "H"], "positions_angstrom": [[-0.88, 0.12, 2.73], [-1.50, 0.34, 1.73], [-1.03, 0.95, 0.41], [-1.07, -0.09, -0.68], [0.24, -0.91, -0.80], [2.57, -0.17, -0.09], [1.46, -0.07, -0.84], [-2.48, -0.14, 1.53], [-1.80, 1.70, 0.21], [-0.17, 1.61, 0.56], [-1.36, 0.32, -1.64], [-1.87, -0.80, -0.43], [0.30, -1.67, -0.04], [0.16, -1.54, -1.70], [2.75, -1.11, 0.40], [3.21, 0.67, 0.16], [1.48, 0.80, -1.50]]}

---

(2)
{"formula": "C27H33KN8O6S2", "method": "wB97M-V/def2-TZVPD", "orbital_gap_ev": 4.51, "relative_energy_kj_mol": 87.4, "energy_ev": -90739.35941, "total_charge": -2, "elements": ["K", "N", "C", "S", "N", "N", "C", "C", "C", "C", "C", "C", "N", "H", "H", "H", "H", "H", "H", "H", "O", "C", "C", "O", "C", "C", "O", "C", "O", "O", "C", "C", "N", "C", "C", "C", "O", "C", "C", "C", "C", "N", "C", "H", "H", "H", "H", "H", "H", "H", "H", "H", "H", "H", "H", "H", "H", "C", "C", "N", "C", "S", "N", "C", "C", "H", "H", "H", "H", "H", "H", "H", "H", "H", "H", "H", "H"], "positions_angstrom": [[-0.09, 0.24, -0.39], [-4.52, -2.36, -2.21], [-3.61, -1.60, -1.49], [-2.80, -0.36, -2.35], [-3.56, -1.94, -0.22], [-2.60, -1.32, 0.52], [-2.73, -1.46, 1.78], [-1.73, -0.95, 2.73], [-2.01, -0.98, 4.10], [-1.06, -0.52, 4.99], [0.15, -0.05, 4.51], [0.34, -0.06, 3.13], [-0.56, -0.50, 2.27], [-4.33, -2.37, -3.20], [-4.68, -3.27, -1.80], [-3.60, -1.99, 2.19], [-2.97, -1.35, 4.44], [-1.27, -0.52, 6.06], [0.92, 0.32, 5.16], [1.27, 0.30, 2.70], [5.26, 3.61, -1.97], [4.25, 3.00, -1.63], [2.84, 3.49, -1.71], [2.48, 4.60, -2.11], [1.97, 2.41, -1.21], [2.80, 1.29, -0.81], [2.38, 0.20, -0.31], [4.21, 1.61, -1.07], [5.18, 0.87, -0.87], [0.71, 2.46, -1.15], [2.18, -6.28, -5.69], [1.44, -4.98, -5.99], [0.07, -4.99, -5.52], [-0.92, -5.52, -6.45], [-1.64, -4.42, -7.21], [-0.40, -4.60, -4.29], [-1.60, -4.72, -4.05], [0.48, -3.95, -3.27], [1.86, -4.03, -3.13], [2.49, -3.34, -2.11], [1.72, -2.54, -1.26], [0.39, -2.45, -1.40], [-0.19, -3.13, -2.37], [3.20, -6.24, -6.08], [1.67, -7.11, -6.17], [2.23, -6.48, -4.63], [1.40, -4.84, -7.07], [1.96, -4.10, -5.60], [-1.64, -6.12, -5.89], [-0.39, -6.18, -7.15], [-2.18, -3.78, -6.51], [-2.35, -4.84, -7.92], [-0.93, -3.80, -7.77], [2.48, -4.65, -3.77], [3.56, -3.37, -1.98], [2.18, -1.94, -0.49], [-1.26, -2.99, -2.46], [-2.94, 4.15, -1.76], [-2.34, 3.01, -0.97], [-2.01, 3.39, 0.40], [-2.44, 2.82, 1.54], [-1.59, 2.98, 2.98], [-3.59, 2.09, 1.52], [-4.79, 2.31, 0.75], [-5.35, 1.01, 0.20], [-3.16, 3.82, -2.77], [-2.23, 4.98, -1.82], [-3.86, 4.53, -1.31], [-1.38, 2.73, -1.43], [-2.96, 2.12, -0.97], [-1.10, 3.81, 0.50], [-3.73, 1.65, 2.42], [-4.58, 3.00, -0.07], [-5.53, 2.82, 1.39], [-4.65, 0.54, -0.48], [-6.29, 1.19, -0.33], [-5.55, 0.31, 1.01]]}

---

(3)
{"formula": "C9H20F7NO3P", "method": "wB97M-V/def2-TZVPD", "orbital_gap_ev": 5.03, "energy_ev": -45599.35781, "total_charge": -1, "elements": ["C", "C", "P", "C", "N", "C", "F", "F", "C", "F", "F", "C", "F", "F", "F", "H", "H", "H", "H", "H", "H", "H", "H", "C", "O", "H", "H", "H", "H", "C", "O", "H", "H", "H", "H", "C", "O", "H", "H", "H", "H"], "positions_angstrom": [[1.89, 2.12, -1.44], [1.39, 1.16, -2.66], [-0.21, 0.32, -2.02], [0.34, -0.42, -0.35], [-1.32, 1.65, -1.82], [-2.56, 1.25, -1.23], [-2.68, -0.14, -0.96], [-2.68, 1.95, 0.04], [-3.74, 1.64, -2.24], [-4.04, 0.47, -2.99], [-3.30, 2.61, -3.14], [-5.11, 2.06, -1.52], [-5.06, 3.44, -1.29], [-5.41, 1.34, -0.38], [-6.15, 1.78, -2.44], [0.97, 2.64, -1.02], [2.56, 2.93, -1.86], [2.39, 1.50, -0.62], [1.19, 1.82, -3.56], [2.18, 0.41, -2.97], [0.04, 0.22, 0.56], [1.46, -0.63, -0.36], [-0.22, -1.41, -0.23], [5.35, 1.69, 1.41], [4.29, 2.31, 0.69], [5.25, 0.61, 1.33], [6.31, 1.99, 0.99], [5.29, 1.98, 2.47], [4.41, 3.26, 0.78], [1.29, -2.35, 2.87], [1.84, -1.63, 1.78], [0.21, -2.43, 2.73], [1.73, -3.35, 2.91], [1.50, -1.81, 3.81], [2.79, -1.57, 1.92], [-2.30, -4.41, 1.60], [-0.97, -4.65, 2.05], [-2.27, -3.63, 0.83], [-2.71, -5.32, 1.16], [-2.92, -4.07, 2.43], [-1.02, -5.34, 2.72]]}

---

(4)
{"formula": "C5H10O", "method": "wB97M-V/def2-TZVPD", "orbital_gap_ev": 9.41, "relative_energy_kj_mol": 433.6, "energy_ev": -7390.27142, "total_charge": 0, "elements": ["O", "C", "C", "C", "C", "C", "H", "H", "H", "H", "H", "H", "H", "H", "H", "H"], "positions_angstrom": [[-1.44, -0.07, -2.48], [-2.23, -0.10, -1.44], [-0.13, 0.73, 0.00], [0.15, 0.62, 1.50], [1.35, -0.28, 1.17], [0.71, -0.56, -0.21], [-0.74, -0.75, -2.48], [-1.20, 0.81, -0.27], [-1.95, -0.98, -0.81], [0.35, 1.58, -0.48], [-0.65, 0.06, 2.00], [0.31, 1.56, 2.04], [2.27, 0.31, 1.07], [1.55, -1.13, 1.83], [0.13, -1.49, -0.19], [1.39, -0.59, -1.07]]}

---

(5)
{"formula": "C6H16NO", "method": "wB97M-V/def2-TZVPD", "orbital_gap_ev": 9.15, "relative_energy_kj_mol": 69.3, "energy_ev": -10012.59423, "total_charge": 1, "elements": ["C", "C", "C", "C", "C", "C", "N", "H", "H", "H", "H", "H", "H", "H", "H", "H", "H", "H", "H", "H", "H", "H", "H", "O"], "positions_angstrom": [[-0.44, -0.37, 1.04], [-0.02, 0.25, -0.30], [1.38, -0.12, -0.70], [2.43, 0.69, -0.56], [2.43, 2.16, -0.27], [1.54, -1.56, -1.10], [-1.75, -1.11, 0.88], [-0.48, 0.38, 1.82], [0.26, -1.11, 1.42], [-0.71, -0.06, -1.09], [-0.14, 1.32, -0.20], [3.39, 0.25, -0.78], [2.70, 2.37, 0.76], [3.13, 2.66, -0.93], [1.46, 2.63, -0.43], [0.88, -1.79, -1.94], [1.27, -2.24, -0.28], [2.55, -1.81, -1.43], [-1.65, -1.78, 0.13], [-2.06, -1.57, 1.74], [-2.47, -0.44, 0.58], [-4.41, 0.88, -0.09], [-5.02, 0.20, 1.16], [-4.26, 0.17, 0.56]]}

---

(6)
{"formula": "C7H15NO2", "method": "wB97M-V/def2-TZVPD", "orbital_gap_ev": 8.78, "relative_energy_kj_mol": 171.4, "energy_ev": -13086.50480, "smiles": "Cc1c[nH]c(C)c1C.O.O", "total_charge": 0, "elements": ["C", "C", "C", "N", "C", "C", "C", "C", "H", "H", "H", "H", "H", "H", "H", "H", "H", "H", "H", "H", "H", "O", "H", "H", "O"], "positions_angstrom": [[1.52, -2.14, -0.32], [0.44, -1.17, -0.52], [-0.51, -1.10, -1.48], [-1.12, 0.12, -1.33], [-0.71, 0.75, -0.18], [0.25, -0.06, 0.42], [0.94, 0.09, 1.72], [-1.03, 2.19, 0.01], [1.20, -3.20, -0.17], [2.36, -2.14, 0.40], [2.05, -2.28, -1.28], [-0.89, -1.77, -2.24], [-1.85, 0.42, -1.96], [1.97, 0.49, 1.59], [0.63, 0.85, 2.42], [1.24, -0.88, 2.15], [-0.29, 2.59, 0.70], [-2.09, 2.47, 0.19], [-0.93, 2.71, -0.94], [1.82, 1.66, -0.01], [2.62, 2.55, -0.81], [2.31, 2.49, 0.13], [-1.50, -1.65, 0.96], [-2.73, -0.88, 1.38], [-2.46, -1.71, 0.99]]}

---

(7)
{"formula": "C4H6N2O", "method": "wB97M-V/def2-TZVPD", "orbital_gap_ev": 8.33, "relative_energy_kj_mol": 90.5, "energy_ev": -9272.56390, "smiles": "Nc1cc[nH]c1O", "total_charge": 0, "elements": ["N", "C", "C", "O", "N", "C", "C", "H", "H", "H", "H", "H", "H"], "positions_angstrom": [[-1.92, 0.52, 0.12], [-0.51, 0.32, 0.10], [0.02, -0.94, -0.06], [-0.62, -2.12, -0.25], [1.37, -0.86, -0.07], [1.75, 0.46, 0.11], [0.60, 1.21, 0.21], [-2.30, 0.53, -0.82], [-2.17, 1.40, 0.55], [-1.56, -1.91, -0.18], [1.99, -1.65, -0.19], [2.79, 0.74, 0.14], [0.56, 2.28, 0.36]]}

---

(8)
{"formula": "C5H11N5S", "method": "wB97M-V/def2-TZVPD", "orbital_gap_ev": [7.46, 6.88], "relative_energy_kj_mol": 234.7, "energy_ev": -23643.09718, "total_charge": 0, "elements": ["C", "C", "C", "C", "C", "N", "N", "N", "N", "N", "S", "H", "H", "H", "H", "H", "H", "H", "H", "H", "H", "H"], "positions_angstrom": [[2.72, 0.48, -0.38], [-0.28, -1.43, 1.35], [-2.23, -0.08, -0.34], [-0.77, 1.66, -0.82], [-0.14, -0.08, 0.80], [1.82, -1.41, -0.68], [3.48, -0.43, 0.28], [2.93, -1.57, 0.04], [1.69, -0.12, -0.94], [-0.82, 0.27, -0.39], [3.05, 2.10, -0.28], [0.50, -1.48, 2.19], [-0.04, -2.19, 0.65], [-1.29, -1.50, 1.78], [-2.42, -1.17, 0.02], [-2.90, 0.51, 0.46], [-2.71, 0.16, -1.28], [-0.99, 1.60, -1.94], [-1.38, 2.15, -0.14], [0.24, 2.06, -0.73], [-0.11, 0.71, 1.51], [-0.35, -0.24, -1.19]]}

---

Number 1: molar mass 98.14 g/mol. Number 2: molar mass 668.84 g/mol. Number 3: molar mass 354.22 g/mol. Number 4: molar mass 86.13 g/mol. Number 5: molar mass 118.20 g/mol. Number 6: molar mass 145.20 g/mol. Number 7: molar mass 98.10 g/mol. Number 8: molar mass 173.25 g/mol.